{
  "formula": "C51H59Cl2NO10S",
  "method": "wB97M-V/def2-TZVPD",
  "smiles": "CNC[C@@]1(CCCCCCCCCCOC)OS(=O)(=O)O[C@]1(CCCCOC)/C(Cl)=C(\\C)Cl.O=C1c2ccccc2C(=O)c2ccccc21.O=C1c2ccccc2C(=O)c2ccccc21",
  "total_energy_ha": -4104.298030,
  "orbital_gap_ev": 8.4,
  "homo_ha": -0.3513,
  "elements": ["C", "N", "C", "C", "C", "C", "C", "C", "C", "C", "C", "C", "C", "C", "O", "C", "O", "S", "O", "O", "O", "C", "C", "C", "C", "C", "O", "C", "C", "Cl", "C", "C", "Cl", "H", "H", "H", "H", "H", "H", "H", "H", "H", "H", "H", "H", "H", "H", "H", "H", "H", "H", "H", "H", "H", "H", "H", "H", "H", "H", "H", "H", "H", "H", "H", "H", "H", "H", "H", "H", "H", "H", "H", "H", "H", "H", "H", "O", "C", "C", "C", "C", "C", "C", "C", "C", "O", "C", "C", "C", "C", "C", "C", "H", "H", "H", "H", "H", "H", "H", "H", "O", "C", "C", "C", "C", "C", "C", "C", "C", "O", "C", "C", "C", "C", "C", "C", "H", "H", "H", "H", "H", "H", "H", "H"],
  "coordinates": [[5.56, -2.51, 3.71], [6.92, -2.10, 3.31], [7.18, -0.65, 3.42], [7.09, 0.18, 2.08], [5.50, 0.25, 1.82], [5.02, 1.54, 1.06], [3.45, 1.71, 1.41], [2.52, 0.69, 0.64], [1.06, 0.78, 1.31], [0.45, -0.64, 1.69], [-0.82, -0.47, 2.65], [-2.13, -0.02, 1.83], [-3.18, -1.21, 1.75], [-2.53, -2.58, 1.28], [-2.57, -3.49, 2.40], [-2.10, -4.78, 1.98], [7.50, 1.51, 2.54], [8.28, 2.37, 1.33], [7.65, 3.68, 0.96], [9.69, 2.71, 1.64], [8.03, 1.19, 0.17], [7.92, -0.16, 0.78], [9.45, -0.58, 0.79], [10.04, -1.25, 2.08], [11.50, -1.82, 1.73], [11.78, -3.27, 2.31], [12.49, -3.15, 3.58], [11.72, -3.70, 4.65], [7.17, -0.88, -0.45], [6.58, 0.13, -1.85], [6.93, -2.24, -0.55], [7.41, -3.26, 0.52], [6.02, -2.87, -1.99], [5.07, -2.98, 2.79], [5.57, -3.33, 4.49], [4.88, -1.67, 4.02], [7.63, -2.63, 3.81], [8.21, -0.53, 3.89], [6.48, -0.23, 4.21], [5.14, -0.67, 1.26], [4.93, 0.22, 2.80], [5.06, 1.49, -0.06], [5.49, 2.50, 1.38], [3.31, 1.61, 2.53], [3.20, 2.78, 1.14], [2.38, 1.08, -0.42], [2.90, -0.37, 0.62], [1.17, 1.35, 2.29], [0.35, 1.41, 0.68], [1.22, -1.19, 2.30], [0.16, -1.15, 0.73], [-1.03, -1.43, 3.23], [-0.66, 0.33, 3.43], [-1.82, 0.31, 0.80], [-2.60, 0.90, 2.30], [-4.00, -0.91, 1.04], [-3.58, -1.36, 2.79], [-1.46, -2.48, 0.96], [-3.10, -2.97, 0.37], [-2.68, -5.56, 2.55], [-2.21, -4.92, 0.86], [-1.00, -4.93, 2.21], [10.09, 0.32, 0.56], [9.64, -1.29, -0.07], [9.39, -2.04, 2.57], [10.22, -0.49, 2.90], [11.68, -1.84, 0.60], [12.31, -1.15, 2.15], [12.49, -3.83, 1.63], [10.85, -3.90, 2.43], [11.19, -4.66, 4.39], [10.92, -2.95, 4.96], [12.34, -3.92, 5.57], [6.59, -3.50, 1.27], [7.58, -4.25, -0.03], [8.38, -3.03, 1.02], [-3.28, 2.51, -0.34], [-3.74, 3.62, -0.48], [-2.94, 4.82, -0.13], [-1.63, 4.66, 0.34], [-0.86, 5.78, 0.62], [-1.38, 7.06, 0.44], [-2.69, 7.22, -0.01], [-3.47, 6.10, -0.29], [-4.86, 6.28, -0.76], [-5.35, 7.40, -0.85], [-5.66, 5.09, -1.12], [-6.96, 5.25, -1.60], [-7.70, 4.13, -1.97], [-7.15, 2.86, -1.87], [-5.86, 2.70, -1.39], [-5.11, 3.81, -1.01], [-1.22, 3.67, 0.47], [0.15, 5.65, 0.99], [-0.77, 7.93, 0.66], [-3.09, 8.21, -0.15], [-7.39, 6.24, -1.68], [-8.71, 4.26, -2.34], [-7.73, 1.99, -2.18], [-5.43, 1.70, -1.31], [-9.13, -0.18, -4.13], [-10.13, -0.70, -4.60], [-10.00, -1.77, -5.62], [-8.74, -2.19, -6.03], [-8.61, -3.22, -6.96], [-9.75, -3.83, -7.48], [-11.01, -3.40, -7.09], [-11.14, -2.37, -6.16], [-12.49, -1.91, -5.77], [-13.49, -2.39, -6.28], [-12.62, -0.86, -4.73], [-13.88, -0.44, -4.32], [-14.01, 0.52, -3.33], [-12.87, 1.07, -2.74], [-11.61, 0.67, -3.16], [-11.48, -0.29, -4.16], [-7.85, -1.72, -5.63], [-7.63, -3.55, -7.27], [-9.65, -4.64, -8.19], [-11.89, -3.88, -7.50], [-14.77, -0.87, -4.77], [-14.99, 0.84, -3.01], [-12.97, 1.82, -1.96], [-10.73, 1.10, -2.70]]
}

{
  "formula": "C6H9N",
  "method": "wB97M-V/def2-TZVPD",
  "relative_energy_kj_mol": 546.4,
  "smiles": "CC1=C[C@H]1N1CC1",
  "total_energy_ha": -288.573929,
  "orbital_gap_ev": 9.8,
  "homo_ha": -0.3233,
  "elements": ["C", "C", "C", "C", "N", "C", "C", "H", "H", "H", "H", "H", "H", "H", "H", "H"],
  "coordinates": [[-1.84, -1.13, -0.92], [-0.74, -0.25, -1.36], [-0.34, 0.65, -2.25], [0.48, 0.13, -0.72], [0.38, 0.94, 0.45], [1.54, 1.02, 1.31], [0.39, 0.16, 1.68], [-1.45, -2.15, -0.83], [-2.70, -1.12, -1.59], [-2.16, -0.81, 0.08], [0.75, 1.02, -1.88], [1.35, -0.53, -0.80], [1.68, 1.98, 1.80], [2.46, 0.52, 0.99], [0.53, -0.92, 1.59], [-0.32, 0.47, 2.44]]
}

{
  "formula": "C4H10O",
  "method": "wB97M-V/def2-TZVPD",
  "relative_energy_kj_mol": 54.5,
  "smiles": "COC(C)C",
  "total_energy_ha": -233.624193,
  "orbital_gap_ev": 10.9,
  "homo_ha": -0.3582,
  "elements": ["C", "O", "C", "C", "C", "H", "H", "H", "H", "H", "H", "H", "H", "H", "H"],
  "coordinates": [[1.86, -0.45, -0.71], [0.95, -0.46, 0.36], [-0.20, 0.35, 0.19], [-1.17, -0.24, -0.83], [-0.82, 0.47, 1.58], [2.59, -1.24, -0.52], [2.39, 0.51, -0.79], [1.38, -0.66, -1.68], [0.11, 1.36, -0.15], [-1.55, -1.20, -0.47], [-0.70, -0.40, -1.80], [-2.02, 0.44, -0.99], [-1.77, 1.00, 1.55], [-0.14, 0.99, 2.26], [-0.99, -0.54, 1.98]]
}

{
  "formula": "C3H3F3N3",
  "method": "wB97M-V/def2-TZVPD",
  "relative_energy_kj_mol": 615.1,
  "total_energy_ha": -579.443426,
  "orbital_gap_ev": [4.8, 10.2],
  "homo_ha": [-0.5540, -0.6164],
  "total_charge": 1,
  "elements": ["C", "C", "C", "N", "N", "N", "F", "F", "F", "H", "H", "H"],
  "coordinates": [[0.32, 1.08, 0.62], [-1.61, -0.15, -0.14], [1.49, 0.16, 0.18], [-0.91, 0.84, 0.53], [-1.71, -0.13, -1.40], [1.34, -1.17, 0.71], [0.77, 2.20, 1.17], [-2.38, -0.88, 0.68], [1.37, -2.11, -0.14], [1.40, 0.30, -1.01], [2.46, 0.45, 0.62], [-2.54, -0.59, -1.81]]
}

{
  "formula": "C2H4LiOTl",
  "method": "wB97M-V/def2-TZVPD",
  "relative_energy_kj_mol": 0.0,
  "total_energy_ha": -333.557390,
  "orbital_gap_ev": [6.8, 9.3],
  "homo_ha": [-0.4192, -0.5175],
  "spin_multiplicity": 2,
  "total_charge": 1,
  "elements": ["O", "Li", "C", "C", "H", "H", "H", "Tl", "H"],
  "coordinates": [[0.76, 0.49, 0.90], [2.37, -0.29, 0.75], [-0.03, -0.52, 0.50], [-0.75, -0.39, -0.77], [-0.50, -1.03, 1.35], [-0.05, -0.41, -1.61], [-1.49, -1.19, -0.91], [0.75, 2.44, 0.61], [-1.06, 0.89, -0.82]]
}

{
  "formula": "C21H22Cl5N9O5PRe",
  "method": "wB97M-V/def2-TZVPD",
  "relative_energy_kj_mol": 0.0,
  "total_energy_ha": -4403.065426,
  "orbital_gap_ev": [7.3, 7.5],
  "homo_ha": [-0.1823, -0.1925],
  "spin_multiplicity": 2,
  "total_charge": -1,
  "elements": ["Re", "N", "C", "N", "N", "N", "N", "C", "N", "N", "N", "N", "H", "Cl", "C", "C", "C", "Cl", "C", "Cl", "C", "Cl", "C", "Cl", "C", "O", "P", "O", "C", "O", "C", "H", "H", "H", "H", "H", "H", "H", "H", "H", "O", "O", "C", "C", "C", "C", "C", "C", "C", "C", "C", "C", "H", "H", "H", "H", "H", "H", "H", "H", "H", "H", "H", "H"],
  "coordinates": [[-0.10, -0.17, 0.82], [2.81, -2.24, 0.55], [2.89, -0.96, 0.08], [3.98, -0.44, -0.44], [3.64, 0.84, -0.71], [2.43, 1.08, -0.37], [1.88, -0.08, 0.12], [1.65, -2.84, 0.98], [1.56, -4.11, 1.28], [0.28, -4.28, 1.66], [-0.36, -3.17, 1.59], [0.49, -2.20, 1.15], [3.61, -2.84, 0.41], [1.43, 0.11, 3.35], [-0.20, -0.38, 3.77], [-1.05, -0.57, 2.69], [-2.32, -1.05, 3.02], [-3.44, -1.52, 1.79], [-2.72, -1.21, 4.35], [-4.31, -1.75, 4.72], [-1.84, -0.95, 5.39], [-2.33, -1.13, 7.04], [-0.54, -0.55, 5.10], [0.61, -0.26, 6.35], [2.29, 3.21, 1.75], [0.94, 2.85, 2.03], [-0.12, 2.26, 0.97], [0.13, 3.23, -0.27], [-0.21, 2.78, -1.58], [-1.46, 2.94, 1.52], [-2.18, 2.45, 2.65], [2.48, 4.16, 2.26], [2.45, 3.32, 0.68], [2.96, 2.45, 2.15], [0.53, 2.06, -1.92], [-0.19, 3.65, -2.23], [-1.20, 2.33, -1.60], [-2.83, 3.25, 2.97], [-1.50, 2.19, 3.47], [-2.76, 1.57, 2.37], [-1.97, 0.45, 0.35], [-2.14, -0.09, -0.96], [-1.83, -2.06, -2.96], [-0.60, -1.44, -2.27], [0.42, -2.57, -2.12], [-1.07, -1.01, -0.87], [-0.05, -0.30, -3.14], [-0.92, 0.53, -3.84], [-0.45, 1.53, -4.67], [0.92, 1.74, -4.80], [1.80, 0.94, -4.10], [1.31, -0.07, -3.28], [-2.14, -2.95, -2.41], [-1.58, -2.35, -3.98], [-2.68, -1.38, -2.98], [0.01, -3.37, -1.50], [1.34, -2.24, -1.64], [0.68, -2.98, -3.09], [-1.45, -1.93, -0.38], [-1.99, 0.40, -3.74], [-1.15, 2.16, -5.21], [1.29, 2.53, -5.45], [2.86, 1.11, -4.16], [2.03, -0.68, -2.75]]
}

F_max (computed, eV/Å): 4.438 0.514 0.306 3.078 5.421 0.450